No. 1
{
  "formula": "C42H55BrFGe3IrNO5Se",
  "method": "ωB97M-V with the def2-TZVPD basis set",
  "symbols": ["H", "H", "N", "H", "C", "H", "H", "H", "H", "Ge", "C", "H", "H", "C", "C", "H", "C", "O", "O", "C", "C", "H", "H", "H", "H", "H", "C", "H", "H", "H", "C", "H", "C", "F", "C", "C", "C", "Ge", "H", "H", "C", "H", "C", "H", "C", "O", "C", "C", "C", "C", "Br", "H", "Se", "H", "C", "C", "C", "Ir", "H", "H", "O", "H", "H", "H", "H", "C", "C", "C", "H", "H", "H", "H", "H", "C", "H", "C", "H", "C", "C", "H", "C", "C", "C", "H", "C", "C", "H", "H", "H", "C", "C", "C", "C", "H", "H", "H", "H", "C", "O", "H", "H", "H", "H", "C", "Ge", "H", "H", "H", "H", "C"],
  "xyz": [[-2.356, 4.983, -4.832], [-1.891, 2.461, 3.598], [-2.564, 2.469, -3.938], [-1.638, 0.294, 5.588], [1.370, -3.398, 0.514], [0.230, -7.205, -5.659], [-1.464, -5.433, -3.284], [3.749, -2.588, 4.719], [-0.418, -2.706, -5.693], [0.405, 0.646, 4.034], [-1.648, 1.503, -4.018], [5.620, -2.456, -0.045], [-0.757, -3.097, 0.864], [1.927, -1.043, 7.763], [4.607, -2.632, 0.325], [3.322, -2.184, 8.937], [-1.509, 5.810, 3.491], [0.451, 2.396, 0.490], [-1.468, 0.354, -0.620], [0.013, 2.310, 1.648], [1.665, -0.944, 4.016], [-4.196, 5.894, -3.555], [-0.012, -5.532, -2.286], [0.671, -0.046, 6.384], [1.319, -3.438, -0.577], [4.458, -3.164, 6.969], [-3.164, 3.029, -5.166], [3.435, 3.032, 3.840], [4.307, -0.604, 1.045], [3.020, -4.044, -5.036], [-0.035, 4.759, 1.926], [-0.157, 6.880, 2.216], [2.794, 2.179, 3.619], [-4.283, 4.118, 1.004], [-4.241, 4.832, -3.797], [-0.289, -3.723, -6.062], [-1.445, -1.552, 4.452], [1.886, -1.503, 0.976], [0.730, 4.808, 1.163], [-4.970, 2.743, -6.323], [2.361, -4.048, -4.169], [3.782, -0.864, -0.618], [-0.515, -4.946, -3.055], [-2.458, 2.845, -5.976], [-1.155, 0.828, -2.931], [-0.061, -0.924, -4.101], [-4.470, 2.294, -5.465], [1.566, 2.197, 4.532], [-0.507, 3.508, 2.328], [2.993, -1.928, 7.939], [-2.177, 7.373, 4.304], [0.292, -3.710, -6.983], [2.189, -2.302, -3.449], [-2.795, 4.515, 4.618], [2.063, -1.674, 2.927], [3.835, -1.320, 0.371], [1.512, -0.722, 6.493], [0.652, 0.231, -0.152], [3.737, -1.613, -5.273], [-1.273, -4.133, -6.290], [0.971, -0.077, -2.330], [3.381, 1.271, 3.772], [-0.783, -2.032, 5.175], [-0.730, -3.949, -2.668], [2.752, -4.708, -3.394], [3.220, -2.158, 5.557], [0.035, -3.800, 1.133], [-3.030, 2.885, -2.703], [0.101, -3.836, 2.223], [-5.141, 2.334, -4.606], [2.170, -4.064, 0.844], [-2.456, -1.916, 4.632], [2.628, -2.585, 3.137], [-4.241, 4.431, -1.326], [2.524, 2.232, 2.562], [-0.022, -0.143, -3.138], [-1.286, 1.253, -5.008], [-3.878, 3.693, -0.202], [-3.109, 2.569, -0.295], [4.131, -3.349, -0.345], [-1.404, -0.027, 4.573], [-2.649, 2.170, -1.555], [-1.497, 3.425, 3.306], [-3.757, 4.950, -5.903], [-0.526, 5.909, 2.513], [2.724, -1.316, -5.009], [1.632, -7.173, -4.584], [1.864, 2.067, 5.574], [4.694, -3.087, 1.313], [-2.007, 4.573, 3.880], [3.634, -2.478, 6.829], [-3.842, 4.033, -2.584], [2.131, -1.276, 5.348], [1.426, -0.614, 8.619], [1.755, -6.520, -6.228], [-2.829, 1.996, 0.578], [-0.270, -4.790, 0.789], [-3.339, 4.531, -4.988], [-0.013, 1.126, 2.208], [-4.272, 1.247, -5.692], [2.024, -1.550, -5.807], [1.015, 3.129, 4.451], [-1.148, -1.867, 3.449], [-1.720, 1.057, -1.646], [0.552, -4.858, -4.704], [-4.831, 5.330, -1.203], [-2.127, 0.417, 3.890], [-5.282, 4.611, -4.046], [2.681, -0.256, -4.774], [1.103, -6.623, -5.362]],
  "atomic_forces_ev_per_a": [[0.0, 0.0, 0.0], [-0.1, 0.0, 0.0], [0.2, -0.1, -0.1], [-0.1, 0.1, 0.0], [0.1, 0.4, 0.4], [0.0, 0.0, 0.0], [0.0, 0.0, 0.0], [0.0, 0.0, 0.0], [0.0, 0.0, 0.0], [-0.3, 0.5, -0.9], [-0.1, 0.0, 0.0], [0.0, -0.1, 0.0], [0.0, 0.0, 0.0], [-0.2, 0.1, -0.1], [0.0, 0.2, -0.1], [0.0, 0.0, 0.0], [0.0, 0.0, 0.0], [0.0, -0.2, 0.3], [0.0, 0.2, 0.1], [0.2, 0.2, -0.5], [-0.3, 0.6, 1.1], [0.0, 0.0, 0.0], [0.0, 0.0, 0.0], [0.0, 0.0, 0.1], [0.1, 0.0, 0.0], [0.0, 0.0, 0.0], [-0.3, 0.1, -0.2], [0.0, 0.0, 0.0], [0.1, 0.1, -0.1], [0.0, 0.0, 0.0], [0.0, -0.2, 0.0], [0.0, 0.0, 0.0], [-0.1, 0.0, 0.0], [0.0, 0.0, 0.0], [0.0, 0.0, -0.1], [0.1, -0.2, 0.2], [0.0, 0.1, 0.0], [0.4, -0.4, -0.8], [0.0, 0.1, 0.0], [0.0, 0.0, 0.0], [-0.4, 0.0, -0.2], [-0.1, 0.1, 0.0], [0.1, 0.0, -0.3], [0.1, 0.0, 0.1], [0.2, -0.1, 0.3], [0.1, 0.1, 0.1], [0.2, 0.0, 0.1], [-0.3, -0.7, 0.1], [-0.1, 0.1, 0.0], [0.0, 0.0, -0.1], [0.0, -0.1, -0.1], [0.0, 0.0, 0.0], [0.2, -0.3, 0.0], [0.0, 0.0, 0.0], [0.3, -0.4, -0.7], [-0.3, -0.2, 0.5], [-0.1, 0.1, 0.2], [0.1, -0.2, -0.5], [0.0, 0.0, 0.0], [0.0, 0.0, 0.0], [-0.2, 0.2, 0.2], [0.1, 0.0, -0.1], [0.0, 0.0, 0.0], [0.0, 0.0, 0.0], [0.0, 0.1, 0.1], [0.2, -0.2, 0.2], [0.0, 0.0, -0.1], [0.0, 0.0, 0.4], [0.0, 0.0, 0.0], [0.0, 0.0, 0.0], [0.0, 0.0, -0.1], [0.0, 0.0, 0.0], [-0.1, 0.0, 0.1], [0.0, 0.0, -0.1], [0.0, 0.0, 0.0], [-0.1, 0.0, -0.1], [-0.1, 0.0, 0.0], [0.1, -0.2, 0.0], [0.0, 0.1, 0.1], [0.0, -0.1, 0.0], [0.7, 0.1, 0.1], [0.0, -0.1, -0.1], [0.1, -0.1, -0.1], [0.0, 0.0, 0.0], [0.0, 0.1, 0.0], [0.0, 0.1, -0.1], [0.0, 0.0, 0.0], [0.0, 0.1, 0.0], [0.0, -0.1, 0.0], [-0.1, 0.0, 0.1], [0.1, -0.1, -0.1], [0.0, 0.1, 0.0], [-0.1, 0.0, -0.6], [0.0, 0.0, 0.0], [0.0, 0.0, 0.0], [0.0, 0.0, 0.0], [0.0, 0.0, 0.1], [0.0, -0.1, 0.1], [0.0, -0.2, 1.1], [0.0, 0.0, 0.0], [0.0, 0.0, 0.0], [-0.1, 0.0, 0.0], [0.0, -0.1, 0.0], [-0.1, 0.0, -0.4], [0.1, -0.1, 0.0], [0.0, 0.0, 0.0], [0.1, 0.1, 0.0], [0.0, 0.0, 0.0], [0.0, 0.0, 0.1], [-0.2, 0.2, 0.1]],
  "charge": 2,
  "spin_multiplicity": 6
}

***

No. 2
{
  "formula": "C6H14OSi",
  "method": "ωB97M-V with the def2-TZVPD basis set",
  "symbols": ["H", "H", "Si", "H", "H", "H", "O", "H", "H", "C", "H", "H", "H", "C", "C", "H", "C", "C", "H", "H", "C", "H"],
  "xyz": [[3.902, 0.762, -0.850], [-3.644, -0.200, -0.977], [-0.949, 1.176, -0.241], [-3.368, -1.625, 0.032], [-2.590, 0.279, 1.232], [-0.707, -0.856, 2.046], [-1.393, 1.488, -1.741], [0.928, 1.952, 2.347], [2.860, -0.327, -1.843], [1.392, 1.624, 1.365], [-0.848, 2.174, -2.195], [-0.324, -1.708, 0.552], [2.508, 1.628, 1.529], [3.765, -0.304, -1.160], [-2.926, -0.881, -0.574], [4.730, -0.652, -1.545], [0.679, 1.398, 0.289], [-1.956, -0.340, 0.470], [-2.481, -1.331, -1.340], [3.252, -0.860, -0.292], [-1.091, -1.323, 1.193], [-1.737, -2.075, 1.703]],
  "atomic_forces_ev_per_a": [[-0.2, -0.9, -0.2], [-0.4, 0.6, 0.1], [0.9, -2.3, 2.1], [-1.5, -1.2, 0.0], [0.8, -1.3, -0.9], [1.3, 0.9, 1.1], [0.0, 1.6, -1.8], [0.3, 0.0, -1.2], [1.6, 0.2, 0.0], [0.7, 1.1, 2.3], [-0.7, -0.8, 0.4], [0.4, -0.6, 0.0], [-1.0, -0.7, -0.8], [-2.4, 0.6, 1.0], [-0.7, 1.2, 3.5], [-0.7, -0.5, 0.1], [-0.2, 0.3, -0.3], [-0.8, 4.1, -0.5], [2.2, -1.9, -3.3], [1.7, 0.6, -0.9], [-1.7, -0.7, 0.3], [0.4, -0.2, -0.9]],
  "smiles": "C=C=[Si](O)C(C)C.C",
  "charge": 0
}

***

No. 3
{
  "formula": "C13H20BNO3",
  "method": "ωB97M-V with the def2-TZVPD basis set",
  "symbols": ["C", "H", "C", "H", "H", "H", "H", "C", "H", "H", "H", "H", "C", "C", "H", "H", "B", "C", "C", "C", "C", "H", "O", "C", "H", "C", "N", "H", "C", "O", "H", "O", "H", "H", "H", "C", "H", "H"],
  "xyz": [[2.967, 3.687, -1.900], [-3.963, -5.403, 0.422], [-1.061, 1.553, 2.422], [-1.033, -0.194, -0.902], [2.028, 5.325, -2.977], [-3.617, -3.969, 2.413], [2.152, 2.915, -0.316], [-3.187, -3.699, 1.459], [-1.640, -2.694, -1.931], [-2.247, -1.943, 2.242], [1.506, 2.258, -2.589], [2.490, 2.952, -3.889], [1.073, -2.572, 1.536], [2.511, 2.595, -2.857], [3.987, 3.984, -2.151], [2.407, 5.679, -1.282], [-0.996, -0.875, 0.078], [-0.150, 1.010, 1.357], [-2.062, -2.978, -0.974], [-2.810, -4.139, -0.878], [-3.376, -4.499, 0.339], [-2.956, -4.769, -1.744], [3.042, 3.187, -0.572], [2.060, 4.908, -1.969], [1.524, -2.811, 2.498], [-1.838, -2.168, 0.146], [-0.192, -0.440, 1.235], [1.686, -3.003, 0.747], [1.084, -1.070, 1.421], [0.513, 1.703, 0.644], [3.178, 1.736, -2.797], [2.088, -0.426, 1.548], [-0.541, 2.326, 2.981], [-1.388, 0.774, 3.105], [-1.944, 1.973, 1.939], [-2.414, -2.552, 1.363], [0.079, -2.999, 1.510], [1.041, 4.634, -1.678]],
  "atomic_forces_ev_per_a": [[-0.1, 0.0, 0.0], [0.0, 0.0, 0.0], [0.0, -0.3, 0.2], [-0.1, 0.2, 0.2], [0.0, 0.0, 0.0], [-0.1, -0.1, 0.0], [0.0, -0.2, 0.2], [0.1, 0.1, 0.0], [0.0, 0.0, 0.0], [0.0, 0.0, 0.0], [0.0, 0.0, 0.0], [0.0, 0.0, 0.0], [-0.1, 0.0, 0.0], [0.0, 0.0, 0.0], [0.0, 0.0, 0.0], [0.0, 0.0, 0.0], [-0.1, -0.3, 0.2], [0.2, 0.1, -0.1], [-0.1, 0.2, 0.0], [0.0, -0.1, 0.1], [0.0, 0.0, 0.1], [0.0, 0.0, 0.0], [0.0, 0.1, -0.1], [0.0, 0.0, 0.1], [0.1, 0.0, 0.0], [0.1, -0.3, 0.0], [0.1, 0.3, -0.7], [0.1, 0.0, 0.0], [-0.2, -0.2, 0.3], [0.0, 0.1, -0.1], [0.0, 0.0, 0.0], [0.0, 0.0, 0.2], [0.0, 0.2, -0.1], [0.0, 0.0, 0.0], [0.0, 0.1, 0.0], [0.0, -0.1, -0.1], [0.0, 0.0, -0.1], [0.0, 0.0, 0.0]],
  "smiles": "CC(=O)N(Bc1ccccc1)C(C)=O.CC(C)O",
  "charge": 0
}

***

| no. | energy (hartree) |
| --- | --- |
| 1 | -13474.17473 |
| 2 | -601.62942 |
| 3 | -812.70569 |